{"formula": "C16H28N4O2S", "method": "the ωB97M-V functional and the def2-TZVPD basis", "smiles": "CCCc1nnc(SCC(=O)N2CCCCC2)n1CCCOC", "e_tot_ev": -37937.3172, "relative_energy_ev": 0.529, "lumo_ev": 0.7, "multiplicity": 1, "homo_lumo_gap_ev": 8.81, "charge": 0, "elements": ["C", "C", "C", "C", "N", "N", "C", "S", "C", "C", "O", "N", "C", "C", "C", "C", "C", "N", "C", "C", "C", "O", "C", "H", "H", "H", "H", "H", "H", "H", "H", "H", "H", "H", "H", "H", "H", "H", "H", "H", "H", "H", "H", "H", "H", "H", "H", "H", "H", "H", "H"], "positions_angstrom": [[-4.400, -3.848, -1.236], [-3.114, -3.466, -0.514], [-3.154, -2.019, -0.032], [-1.903, -1.647, 0.676], [-0.880, -2.422, 0.897], [0.046, -1.726, 1.580], [-0.433, -0.527, 1.764], [0.377, 0.775, 2.588], [2.053, 0.271, 2.115], [2.184, 0.400, 0.599], [1.318, 0.942, -0.064], [3.290, -0.130, 0.048], [4.416, -0.714, 0.739], [5.676, 0.114, 0.476], [5.935, 0.211, -1.025], [4.705, 0.786, -1.722], [3.476, -0.057, -1.388], [-1.678, -0.411, 1.221], [-2.446, 0.797, 1.101], [-2.012, 1.584, -0.139], [-2.753, 2.910, -0.228], [-4.133, 2.653, -0.383], [-4.903, 3.821, -0.468], [-4.354, -4.880, -1.574], [-4.558, -3.210, -2.103], [-5.258, -3.743, -0.574], [-2.259, -3.593, -1.178], [-2.957, -4.120, 0.344], [-3.300, -1.346, -0.882], [-4.002, -1.876, 0.647], [2.173, -0.761, 2.440], [2.743, 0.934, 2.636], [4.224, -0.775, 1.808], [4.563, -1.732, 0.357], [6.525, -0.348, 0.981], [5.538, 1.117, 0.887], [6.806, 0.840, -1.216], [6.145, -0.785, -1.422], [4.850, 0.803, -2.803], [4.537, 1.811, -1.384], [2.573, 0.378, -1.818], [3.603, -1.075, -1.775], [-3.506, 0.544, 1.032], [-2.279, 1.397, 2.000], [-0.937, 1.763, -0.098], [-2.229, 0.997, -1.033], [-2.381, 3.490, -1.087], [-2.581, 3.504, 0.683], [-4.603, 4.435, -1.327], [-4.809, 4.427, 0.443], [-5.937, 3.507, -0.590]]}